Molecular formula: C51H33FeN5O4
Method: DFT, wB97M-V/def2-TZVPD

ORCA input file:
```
! RIJCOSX wB97M-V def2-TZVPD def2/J DEFGRID3
* xyz -1 2
Fe 0.58 -0.21 0.78
O 0.77 -1.64 4.11
O -2.24 -0.34 -0.42
O -0.31 0.48 -0.80
O 1.65 -0.82 2.22
N -0.03 -2.06 0.46
N -0.94 0.14 2.01
N -1.56 0.38 -1.10
N 1.14 1.71 0.98
N 2.06 -0.52 -0.53
C 2.23 -4.63 -4.53
C -1.22 3.72 3.13
C 3.63 2.06 5.85
C -1.07 5.37 4.89
C 3.12 0.30 -0.73
C -2.48 -0.25 3.67
C 4.05 -0.30 -1.65
C -1.20 -4.02 0.69
C 2.95 1.02 6.46
C 5.73 1.80 0.16
C 2.30 2.25 0.52
C -3.00 5.32 3.46
C 3.52 -1.49 -2.01
C 0.40 -2.95 -0.47
C 0.50 2.69 1.66
C 3.28 1.59 -0.22
C -0.37 -4.17 -0.37
C -0.53 4.30 4.19
C 3.62 2.17 4.46
C 5.88 4.05 -1.45
C -3.85 -4.93 4.73
C -2.46 4.24 2.77
C 1.85 -3.86 -2.27
C -2.31 5.88 4.52
C -1.68 -2.17 2.28
C -2.46 -3.12 3.12
C -2.26 1.08 3.64
C -0.66 2.54 2.41
C 7.03 3.58 -0.81
C -4.54 -3.97 4.00
C 2.94 1.23 3.70
C 4.58 2.28 -0.46
C 2.27 0.09 5.70
C 2.26 0.18 4.31
C 2.59 -6.13 -2.68
C -1.67 -0.83 2.63
C -2.47 -4.99 4.64
C 2.22 -5.12 -1.80
C 2.27 -1.62 -1.30
C 2.40 3.63 0.93
C -0.98 -2.69 1.20
C 2.59 -5.89 -4.05
C 1.26 3.91 1.60
C 6.95 2.45 -0.01
C -3.85 -3.07 3.21
C 1.87 -3.63 -3.64
C 4.67 3.40 -1.28
C -1.77 -4.10 3.85
C -1.27 1.31 2.62
C 1.48 -0.84 3.51
C 1.48 -2.76 -1.33
H -3.97 5.71 3.17
H 2.93 1.29 2.62
H 1.72 -0.73 6.16
H -1.92 -4.72 1.06
H -5.62 -3.92 4.05
H 2.23 -4.44 -5.59
H -2.69 1.84 4.27
H -3.00 3.79 1.95
H 2.95 0.94 7.54
H -4.39 -5.63 5.35
H -0.27 -5.02 -1.02
H 7.83 2.08 0.49
H 5.67 0.92 0.79
H 2.87 -7.10 -2.30
H 1.57 -2.66 -4.01
H 4.17 2.79 6.44
H 0.43 3.89 4.48
H 0.97 4.85 2.04
H -3.11 -0.80 4.35
H 2.88 -6.67 -4.74
H -2.73 6.72 5.07
H 5.94 4.92 -2.09
H 4.96 0.15 -2.00
H 7.97 4.09 -0.95
H 2.24 -5.30 -0.73
H 3.22 4.29 0.72
H 4.14 2.98 3.97
H 3.78 3.76 -1.79
H -0.69 -4.11 3.80
H -1.92 -5.74 5.21
H -4.38 -2.32 2.63
H 3.93 -2.22 -2.68
H -0.52 5.81 5.72
*
```

Results
HOMO (spin up / spin down)	-4.1 / -4.2	eV
Kohn-Sham gap (spin up / spin down)	5.7 / 5.6	eV
ΔE to the lowest compared entry with this formula, charge and spin	0.0	kJ/mol
energy	-3801.8404	hartree
LUMO (spin up / spin down)	1.579 / 1.470	eV